1.
15
Properties=species:S:1:pos:R:3:mulliken_charge:R:1 method="wB97M-V/def2-TZVPD" relative_energy_kcal_mol=70.1 total_energy_ha=-433.21113 homo_energy_ev=-9.030 gap_ev=9.78
C 1.97 -0.55 0.88 0.018
C -0.08 -1.17 0.02 -0.214
C -0.92 -0.24 -0.78 0.508
H 2.57 0.62 2.45 0.264
H 3.84 0.08 1.44 0.255
H 2.42 -1.08 0.09 0.274
H -0.72 -1.95 0.50 0.220
H 0.59 -1.73 -0.65 0.287
H -0.77 1.29 0.56 0.251
H -2.35 1.19 -1.56 0.363
N 2.88 -0.09 1.79 -0.405
N 0.68 -0.44 1.05 -0.605
N -1.08 1.04 -0.34 -0.097
O -1.52 -0.62 -1.77 -0.708
O -2.07 1.85 -0.86 -0.408

2.
22
Properties=species:S:1:pos:R:3:mulliken_charge:R:1 method="wB97M-V/def2-TZVPD" relative_energy_kcal_mol=40.9 total_energy_ha=-1023.04083 homo_energy_ev=-0.304 gap_ev=6.42 charge=-2
C 1.17 2.48 1.18 0.051
C -0.77 -0.65 0.45 -0.614
C -1.92 0.39 0.73 -0.502
C 0.01 1.48 1.03 1.092
C 1.57 -0.46 0.29 -0.954
N 0.33 0.25 0.65 0.151
N -1.28 1.61 1.10 -0.926
O 1.71 2.89 0.11 -0.655
O 0.61 -0.74 -4.19 -0.625
O -0.84 0.85 -2.86 -0.466
O 1.51 2.75 2.35 -0.723
O 1.79 0.98 -2.73 -0.529
P 0.48 -0.21 -2.79 0.031
H -0.72 -1.57 0.88 0.476
H -0.89 -0.80 -0.60 0.104
H -2.32 0.52 -0.27 0.257
H -2.70 0.05 1.41 0.347
H 2.25 0.42 0.20 0.356
H 1.84 -1.24 1.04 0.250
H 1.41 -0.99 -0.66 0.245
H -1.06 1.44 -2.10 0.296
H 1.51 1.62 -1.93 0.338

3.
73
Properties=species:S:1:pos:R:3:mulliken_charge:R:1 method="wB97M-V/def2-TZVPD" relative_energy_kcal_mol=0.0 total_energy_ha=-5153.60448 homo_energy_ev=-5.164 gap_ev=7.04 charge=-1
Ba 2.37 0.85 -1.40 1.752
S 4.91 2.83 -1.41 -0.531
C 3.75 3.86 -0.69 0.123
N 2.51 3.49 -0.40 -0.012
C 1.77 4.52 0.14 -0.801
C 0.43 4.45 0.52 0.713
C -0.19 5.57 1.03 -0.937
C 0.51 6.77 1.18 -0.549
C 1.84 6.86 0.81 -0.350
C 2.46 5.74 0.29 0.437
S 4.08 5.54 -0.28 -0.326
H -0.11 3.52 0.40 0.291
H -1.23 5.52 1.31 0.393
H 0.00 7.64 1.58 0.361
H 2.37 7.80 0.92 0.372
C 1.64 -0.79 5.68 -2.185
C 1.03 -1.62 4.55 2.030
C -0.28 -2.24 5.05 -1.627
C 2.01 -2.75 4.19 -1.603
C 0.78 -0.79 3.30 0.494
C 1.16 0.54 3.18 -0.693
C 1.03 1.16 1.95 -0.442
N 0.54 0.57 0.86 -0.480
C 0.11 -0.69 0.99 -0.002
C 0.22 -1.39 2.17 -0.032
C -0.43 -1.34 -0.25 -1.147
C -1.24 -2.46 -0.18 0.030
C -1.72 -3.06 -1.35 0.449
C -1.34 -2.47 -2.55 -0.614
C -0.52 -1.34 -2.53 -0.661
N -0.08 -0.78 -1.41 -0.100
C -2.60 -4.30 -1.27 2.095
C -3.86 -3.97 -0.46 -1.647
C -1.82 -5.42 -0.57 -1.575
C -3.02 -4.79 -2.66 -2.175
H 1.80 -1.43 6.55 0.435
H 0.99 0.03 5.98 0.413
H 2.61 -0.37 5.39 0.407
H -0.10 -2.84 5.93 0.449
H -0.74 -2.88 4.29 0.307
H -1.01 -1.46 5.30 0.389
H 2.22 -3.36 5.07 0.439
H 2.95 -2.35 3.81 0.386
H 1.60 -3.40 3.41 0.330
H 1.60 1.09 4.00 0.486
H 1.38 2.18 1.81 0.295
H -0.07 -2.43 2.20 0.602
H -1.52 -2.86 0.79 0.625
H -1.65 -2.86 -3.51 0.556
H -0.24 -0.89 -3.47 0.085
H -3.62 -3.66 0.55 0.310
H -4.50 -4.86 -0.40 0.449
H -4.43 -3.17 -0.93 0.372
H -1.53 -5.14 0.44 0.311
H -0.91 -5.67 -1.12 0.383
H -2.44 -6.32 -0.51 0.437
H -3.60 -4.03 -3.20 0.428
H -3.65 -5.67 -2.55 0.425
H -2.16 -5.06 -3.27 0.422
N 0.04 2.57 -2.39 -0.449
N -0.25 2.64 -3.75 0.087
C -0.92 3.67 -4.31 0.366
N -1.10 3.55 -5.64 -0.286
S -1.46 4.99 -3.43 -0.456
H -0.83 2.44 -1.89 0.194
H 0.38 3.49 -2.11 0.107
H 0.00 1.84 -4.33 0.032
H -0.83 2.71 -6.14 0.100
H -1.63 4.28 -6.09 0.192
Se -0.34 0.05 -6.07 -0.501
C 1.43 -0.29 -6.37 0.288
N 2.55 -0.53 -6.55 -0.586
F 2.90 -1.02 -0.22 -0.879

4.
73
Properties=species:S:1:pos:R:3:mulliken_charge:R:1 method="wB97M-V/def2-TZVPD" total_energy_ha=-4463.64006 homo_energy_ev=-9.169 gap_ev=5.22 charge=+1
C -0.27 -6.69 -0.94 -0.793
C -1.44 -7.61 -0.24 -0.435
C -2.81 -7.78 -1.13 -0.299
Br -3.82 -9.34 -0.27 -0.084
N -3.77 -6.60 -1.04 -0.113
O -3.23 -5.51 -0.47 -0.238
H -0.22 -6.75 -2.11 0.266
H -0.31 -5.58 -0.52 0.143
H 0.77 -7.12 -0.55 0.324
H -1.70 -7.21 0.83 0.276
H -0.99 -8.70 -0.09 0.423
H -2.62 -8.10 -2.26 0.369
H -4.13 -6.39 -2.02 0.341
H -4.64 -6.89 -0.49 0.450
H -3.49 -5.50 0.52 0.367
O 0.27 -2.67 -1.12 -0.889
P -0.31 -1.30 -1.57 0.783
N -1.61 -2.01 -2.38 0.475
C -1.68 -2.48 -3.75 -1.220
C -2.59 -2.70 -1.55 -1.103
N 1.02 -0.93 -2.58 0.252
C 0.99 -0.66 -4.01 -1.090
C 2.31 -1.55 -2.26 -0.976
N -0.97 0.27 -2.09 0.133
C -0.79 1.22 -0.98 -1.238
C -2.26 0.53 -2.70 -0.956
H -2.71 -2.42 -4.12 0.428
H -1.32 -3.50 -3.86 0.244
H -1.13 -1.84 -4.45 0.370
H -3.13 -1.96 -0.94 0.324
H -2.12 -3.42 -0.87 0.144
H -3.35 -3.24 -2.13 0.308
H 0.97 -1.59 -4.59 0.361
H 1.87 -0.10 -4.32 0.420
H 0.14 -0.04 -4.32 0.265
H 2.35 -2.59 -2.61 0.300
H 2.49 -1.54 -1.18 0.281
H 3.15 -1.01 -2.71 0.349
H -1.49 1.00 -0.17 0.357
H -0.93 2.25 -1.31 0.429
H 0.23 1.15 -0.58 0.329
H -3.10 0.17 -2.08 0.279
H -2.34 0.09 -3.70 0.253
H -2.42 1.60 -2.86 0.385
O 0.75 3.19 1.36 -0.786
P 1.31 3.78 2.68 0.659
N 0.59 5.29 2.42 0.363
C 1.11 6.43 1.71 -1.168
C -0.87 5.32 2.46 -1.065
N 2.94 3.69 2.18 0.222
C 3.88 4.79 2.07 -1.076
C 3.28 2.69 1.16 -0.921
N 1.95 4.45 4.19 -0.029
C 1.88 3.40 5.22 -1.150
C 1.59 5.71 4.83 -0.955
H 0.68 7.36 2.11 0.434
H 0.91 6.38 0.63 0.263
H 2.19 6.57 1.85 0.347
H -1.22 5.12 3.48 0.331
H -1.32 4.57 1.79 0.176
H -1.28 6.29 2.17 0.377
H 3.75 5.33 1.12 0.361
H 4.91 4.43 2.09 0.406
H 3.81 5.50 2.89 0.276
H 3.00 3.03 0.16 0.295
H 2.77 1.74 1.37 0.254
H 4.35 2.46 1.16 0.347
H 0.85 3.23 5.54 0.374
H 2.49 3.64 6.09 0.375
H 2.27 2.45 4.82 0.356
H 0.52 5.79 5.04 0.276
H 1.92 6.58 4.23 0.254
H 2.11 5.84 5.79 0.407

5.
93
Properties=species:S:1:pos:R:3:mulliken_spin:R:1 method="wB97M-V/def2-TZVPD" spin_multiplicity=4 total_energy_ha=-6659.41740 homo_energy_ev="-2.308 / -3.090" gap_ev="4.68 / 5.41" charge=-1
V 0.90 -0.32 -0.70 2.458
Cl 2.76 -3.48 0.18 0.009
C 2.32 -3.18 -1.46 0.085
C 1.64 -2.00 -1.70 -0.058
C 1.25 -1.69 -2.98 0.068
Cl 0.45 -0.22 -3.03 0.115
C 1.53 -2.53 -4.06 -0.014
Cl 1.02 -2.08 -5.65 0.002
C 2.22 -3.73 -3.82 0.035
Cl 2.58 -4.81 -5.14 0.008
C 2.62 -4.06 -2.51 -0.018
Cl 3.48 -5.54 -2.18 -0.003
C -1.82 2.74 -0.19 0.010
N -0.74 1.77 -0.40 0.109
P 0.35 1.35 0.89 0.156
C -0.80 0.50 2.02 -0.112
C -0.85 -0.91 1.96 0.044
C -1.72 -1.64 2.78 0.022
C -2.56 -0.97 3.67 0.001
C -2.53 0.42 3.74 0.003
C -1.66 1.14 2.92 -0.009
C 0.79 2.93 1.68 0.011
C 0.91 4.12 0.95 -0.007
C 1.30 5.31 1.58 0.005
C 1.59 5.33 2.94 -0.013
C 1.52 4.15 3.67 0.009
C 1.13 2.96 3.04 -0.004
P -0.55 1.05 -1.98 0.084
C -1.21 2.34 -3.08 0.049
C -0.35 3.38 -3.47 0.051
C -0.79 4.40 -4.33 -0.024
C -2.10 4.39 -4.81 0.037
C -2.96 3.36 -4.44 -0.019
C -2.52 2.35 -3.58 0.034
C -1.79 -0.28 -2.02 -0.069
C -1.79 -1.14 -3.14 -0.002
C -2.69 -2.20 -3.24 0.044
C -3.62 -2.43 -2.24 -0.014
C -3.64 -1.60 -1.12 0.013
C -2.74 -0.54 -1.02 0.086
H -1.98 2.99 0.87 -0.004
H -2.78 2.38 -0.55 0.000
H -1.60 3.69 -0.69 0.008
H -0.21 -1.45 1.27 0.013
H -1.74 -2.72 2.71 -0.001
H -3.24 -1.54 4.30 0.000
H -3.18 0.94 4.43 0.000
H -1.67 2.23 3.00 0.000
H 0.72 4.14 -0.12 -0.003
H 1.38 6.23 1.00 0.000
H 1.90 6.25 3.42 -0.001
H 1.78 4.14 4.73 0.000
H 1.11 2.05 3.64 -0.005
H 0.67 3.41 -3.11 -0.003
H -0.11 5.19 -4.62 -0.001
H -2.44 5.18 -5.47 0.005
H -3.98 3.35 -4.81 -0.001
H -3.23 1.57 -3.31 0.012
H -1.07 -1.00 -3.94 0.014
H -2.67 -2.85 -4.12 0.011
H -4.33 -3.25 -2.31 -0.003
H -4.36 -1.77 -0.32 -0.002
H -2.79 0.08 -0.13 -0.005
C -1.01 -3.83 -3.26 0.003
N -1.22 -2.78 -2.29 -0.012
C -0.79 -2.74 -1.02 0.077
N -0.07 -3.79 -0.56 0.009
S -1.12 -1.45 -0.04 -0.046
H -1.50 -3.54 -4.20 0.000
H -1.45 -4.76 -2.89 0.000
H 0.06 -3.97 -3.43 0.001
H -1.75 -1.97 -2.58 -0.017
H 0.14 -4.60 -1.12 -0.002
H 0.26 -3.78 0.40 0.004
C 2.33 -0.33 6.49 0.002
C 2.56 -0.44 5.01 -0.014
C 2.67 0.71 4.21 0.013
C 2.89 0.59 2.84 -0.014
C 3.00 -0.67 2.26 0.023
C 2.89 -1.83 3.05 -0.047
C 2.67 -1.71 4.42 0.015
S 3.28 -0.86 0.48 0.005
O 4.56 -1.55 0.45 0.001
O 3.29 0.51 -0.01 0.015
O 2.12 -1.66 0.07 -0.010
H 2.24 0.72 6.81 0.000
H 3.16 -0.77 7.04 -0.001
H 1.40 -0.84 6.77 -0.001
H 2.59 1.70 4.65 0.001
H 2.97 1.48 2.22 -0.003
H 2.98 -2.80 2.57 -0.001
H 2.59 -2.61 5.02 0.001
H 1.18 -0.31 1.03 -0.218

6.
16
Properties=species:S:1:pos:R:3:mulliken_charge:R:1 method="wB97M-V/def2-TZVPD" relative_energy_kcal_mol=20.5 total_energy_ha=-731.32324 homo_energy_ev=-9.820 gap_ev=10.60
C 0.25 2.39 0.04 -0.741
C 0.17 1.19 -0.51 -0.564
C -1.05 -0.91 0.02 -1.606
C 1.43 -0.94 -0.26 -0.704
C 0.24 -0.11 0.26 1.203
O 0.39 0.18 1.63 -0.564
Cl 2.96 -0.06 -0.05 -0.185
H 0.19 3.28 -0.55 0.287
H 0.38 2.49 1.10 0.263
H 0.04 1.06 -1.58 0.315
H -1.01 -1.87 0.53 0.409
H -1.20 -1.09 -1.05 0.380
H -1.90 -0.35 0.40 0.386
H 1.32 -1.15 -1.33 0.373
H 1.52 -1.88 0.29 0.408
H 0.47 -0.65 2.11 0.340

7.
18
Properties=species:S:1:pos:R:3:mulliken_charge:R:1 method="wB97M-V/def2-TZVPD" relative_energy_kcal_mol=3.2 total_energy_ha=-666.74150 homo_energy_ev=-2.970 gap_ev=7.02 charge=-1
C -0.12 -0.55 2.57 -1.048
C -1.38 -0.38 1.71 -0.396
C -1.47 -1.37 0.55 -0.675
S 0.04 -1.44 -0.50 -0.626
H -0.07 -1.56 3.00 0.263
H -0.14 0.16 3.40 0.326
H 0.74 -0.41 1.93 0.287
H -2.27 -0.35 2.34 0.323
H -1.34 0.61 1.22 0.202
H -2.33 -1.12 -0.09 0.261
H -1.73 -2.38 0.90 0.264
N 1.06 0.35 -2.87 -0.362
C 1.39 1.49 -2.23 0.279
N 2.20 2.38 -2.69 -0.788
H 1.64 0.19 -3.68 0.256
H 0.71 -0.40 -2.23 0.035
H 0.89 1.63 -1.27 0.177
H 2.18 3.17 -2.06 0.221

8.
16
Properties=species:S:1:pos:R:3:mulliken_charge:R:1 method="wB97M-V/def2-TZVPD" relative_energy_kcal_mol=36.6 total_energy_ha=-668.89200 homo_energy_ev=-8.975 gap_ev=9.34
C 0.85 -0.74 -0.56 -0.156
O 0.69 -2.05 0.06 -0.530
C -0.36 0.15 -0.16 -0.748
C -0.60 1.17 -1.23 -0.614
S 0.19 2.78 -0.87 -0.259
H 1.86 -0.24 -0.45 0.216
H 0.65 -0.94 -1.59 0.306
H -0.04 -1.93 0.74 0.180
H -1.14 -0.58 -0.02 0.328
H -0.32 0.41 0.92 0.517
H -1.64 1.43 -1.15 0.298
H -0.23 0.80 -2.24 0.318
H 1.50 2.79 -1.18 0.107
H 0.22 -0.86 2.90 0.331
H -1.05 -1.56 2.27 0.354
O -0.59 -0.63 2.55 -0.650